# C17H21N5O2S

An isolated molecule of C17H21N5O2S (ωB97M-V/def2-TZVPD, the Open Molecules 2025 dataset).

Summary:
* LUMO energy: 0.599 eV
* structure (SMILES): Cc1cccc(C(=O)N[C@H](C)/C=C/C(=O)N[C@H](C)c2nncs2)c1N
* energy above the lowest of the compared OMol25 structures with the same formula, charge and spin: 1.596 eV
* total energy: -40350.9523 eV
* strongest force on any atom: 0.50 eV/Å

Structure (XYZ):
```
46
Properties=species:S:1:pos:R:3:forces:R:3:lowdin_charge:R:1
C -3.3028 -5.0413 -1.0062 -0.0022 0.0135 -0.0081 -0.3640
C -4.5674 -5.2722 -1.8169 -0.0005 0.0054 0.0047 -0.0507
N 0.8136 0.7971 -0.6038 0.0044 -0.0075 -0.0027 0.1015
H -4.4486 -4.8385 -2.8091 -0.0003 0.0003 -0.0001 0.0825
S -2.0415 -6.1411 1.2960 0.0179 0.0027 0.0037 1.0826
C 4.6817 2.1096 -3.4148 0.0021 -0.0005 -0.0018 -0.0499
H -2.4440 -5.4839 -1.5093 -0.0082 -0.0146 -0.0067 0.1389
N -3.0183 -3.6167 -0.9102 0.0166 -0.0095 0.0319 0.0941
C 3.9404 0.1555 -2.2149 -0.3937 -0.0525 -0.2093 -0.2133
H -1.1724 0.8146 -0.1091 -0.0002 -0.0011 -0.0001 0.1389
H 0.7920 0.0368 2.0914 -0.0006 0.0002 0.0004 0.0755
C -3.1521 -6.5462 2.5338 -0.0195 0.0066 0.0056 -0.4806
H -5.4307 -4.8253 -1.3247 -0.0005 0.0025 -0.0003 0.0766
H -0.9548 0.2871 2.2697 -0.0004 0.0004 -0.0001 0.0828
H 4.6903 -1.6831 -2.5384 0.0003 -0.0004 -0.0011 0.0669
C -1.7535 -3.1823 -0.6375 -0.0142 0.0069 -0.0035 -0.4922
H 5.1446 -0.8920 -4.5665 -0.0003 0.0001 -0.0001 0.0838
C 4.7443 0.7389 -3.2083 0.2390 0.0477 0.2239 -0.2161
C 3.0333 0.9618 -1.5131 0.0008 -0.0022 0.0003 -0.0899
H -3.7938 -3.0003 -0.7261 0.0004 0.0043 -0.0160 0.1431
H 0.0998 1.6489 1.8519 0.0002 -0.0001 0.0008 0.0834
H 5.3218 2.5510 -4.1698 -0.0002 0.0001 0.0000 0.1093
C -0.4814 -1.1864 -0.0219 -0.0017 -0.0024 -0.0009 -0.0224
C 5.6815 -0.1089 -4.0243 0.0000 0.0010 -0.0009 -0.0544
C 3.8117 2.9151 -2.6964 -0.0007 0.0012 0.0011 -0.0858
H 6.4360 -0.5970 -3.4017 0.0004 0.0004 0.0001 0.0860
H -2.8462 -6.9612 3.4820 0.0046 0.0017 -0.0006 0.0679
H 6.2068 0.5005 -4.7573 0.0002 -0.0006 -0.0001 0.0752
N 3.9958 -1.2245 -1.9683 0.2539 -0.0640 -0.4284 0.1231
C -0.2786 0.2829 0.2251 0.0005 0.0034 -0.0003 -0.3436
N -4.3915 -6.3027 2.2516 0.0039 -0.0066 0.0036 -0.0529
O 2.4609 -0.4138 0.3730 -0.0005 -0.0036 -0.0013 0.0772
O -0.8071 -3.9513 -0.5975 0.0039 -0.0041 -0.0026 0.0320
N -4.5344 -5.7832 0.9983 0.0001 -0.0245 -0.0179 0.0073
C 2.9794 2.3307 -1.7595 0.0002 -0.0040 -0.0008 -0.0486
C -3.4077 -5.6438 0.3752 -0.0027 0.0136 0.0068 -0.5636
H 3.7808 3.9821 -2.8701 -0.0007 0.0001 0.0009 0.1003
H 2.2919 2.9413 -1.1869 0.0012 0.0026 -0.0014 0.1122
C 2.1074 0.3663 -0.4895 -0.0019 0.0104 0.0021 -0.4384
H 0.5662 1.2736 -1.4541 -0.0032 0.0009 0.0026 0.1374
H -4.7634 -6.3384 -1.9157 -0.0014 0.0014 0.0021 0.0857
C -0.0675 0.5810 1.7084 -0.0003 -0.0002 -0.0007 -0.0387
H -2.5079 -1.0981 -0.5853 0.0011 0.0018 0.0001 0.1098
H 0.3726 -1.8350 0.1435 0.0016 0.0018 -0.0007 0.1274
H 3.1185 -1.7091 -2.1011 -0.1010 0.0686 0.4171 0.1049
C -1.6303 -1.7164 -0.4178 0.0017 -0.0013 -0.0016 -0.0016
```
Positions in Å, forces in eV/Å.